{
  "formula": "C26H57FN2O12PS",
  "method": "the ωB97M-V functional and the def2-TZVPD basis",
  "elements": ["O", "C", "O", "C", "C", "C", "P", "C", "C", "S", "C", "N", "N", "C", "O", "C", "C", "O", "F", "H", "H", "H", "H", "H", "H", "H", "H", "H", "H", "H", "H", "H", "H", "H", "H", "H", "C", "O", "C", "C", "O", "C", "H", "H", "H", "H", "H", "H", "H", "H", "H", "H", "C", "O", "C", "C", "O", "C", "H", "H", "H", "H", "H", "H", "H", "H", "H", "H", "C", "O", "C", "C", "O", "C", "H", "H", "H", "H", "H", "H", "H", "H", "H", "H", "C", "O", "C", "C", "O", "C", "H", "H", "H", "H", "H", "H", "H", "H", "H", "H"],
  "coordinates": [[1.00, -3.76, 1.01], [1.40, -2.69, 0.66], [2.11, -2.57, -0.48], [1.07, -1.42, 1.41], [2.17, -0.34, 1.48], [3.11, -0.45, 2.69], [4.24, -1.99, 2.58], [4.34, -2.25, 4.48], [4.17, -3.75, 4.75], [2.70, -4.13, 5.77], [1.55, -4.71, 4.61], [0.28, -4.48, 4.58], [-0.23, -5.24, 3.53], [0.79, -5.83, 3.00], [1.95, -5.58, 3.64], [5.90, -0.88, 2.48], [6.96, -1.62, 1.80], [7.66, -2.47, 2.22], [7.08, -1.28, 0.48], [2.88, -2.00, -0.30], [0.68, -1.67, 2.39], [0.24, -0.97, 0.85], [2.75, -0.35, 0.56], [1.67, 0.63, 1.55], [2.49, -0.48, 3.59], [3.67, 0.49, 2.73], [5.04, -3.20, 2.39], [3.04, -2.84, 2.56], [4.17, -1.88, 1.08], [3.54, -1.75, 5.02], [5.28, -1.92, 4.92], [4.09, -4.31, 3.82], [5.01, -4.17, 5.30], [0.77, -6.46, 2.13], [6.29, -0.58, 3.44], [5.70, 0.02, 1.90], [-2.71, 1.69, -1.75], [-1.82, 0.70, -1.29], [-2.37, -0.61, -1.28], [-1.93, -1.42, -2.48], [-2.43, -0.87, -3.70], [-1.46, -0.10, -4.38], [-2.13, 2.59, -1.96], [-3.23, 1.39, -2.66], [-3.45, 1.93, -0.97], [-3.47, -0.56, -1.22], [-2.01, -1.11, -0.38], [-2.33, -2.43, -2.39], [-0.84, -1.49, -2.51], [-0.71, -0.74, -4.86], [-0.94, 0.59, -3.70], [-1.97, 0.48, -5.14], [4.47, 1.80, -6.91], [3.54, 2.86, -6.89], [2.22, 2.47, -7.21], [1.36, 2.26, -5.98], [1.82, 1.18, -5.19], [2.58, 1.59, -4.06], [5.38, 2.15, -6.42], [4.10, 0.92, -6.39], [4.72, 1.53, -7.95], [2.23, 1.55, -7.81], [1.78, 3.27, -7.82], [0.34, 2.02, -6.30], [1.32, 3.19, -5.39], [1.92, 1.98, -3.28], [3.32, 2.34, -4.32], [3.08, 0.71, -3.67], [-2.14, 4.63, 0.06], [-3.37, 5.00, -0.53], [-4.30, 5.55, 0.38], [-4.34, 7.06, 0.32], [-3.12, 7.65, 0.73], [-2.28, 8.03, -0.34], [-1.42, 4.46, -0.74], [-1.76, 5.41, 0.73], [-2.25, 3.70, 0.63], [-4.08, 5.22, 1.40], [-5.29, 5.17, 0.11], [-5.12, 7.42, 0.99], [-4.59, 7.39, -0.70], [-2.65, 8.95, -0.81], [-2.20, 7.25, -1.09], [-1.29, 8.23, 0.08], [-3.06, -3.10, 1.54], [-3.97, -2.01, 1.63], [-5.30, -2.36, 1.32], [-6.13, -2.56, 2.57], [-5.69, -3.67, 3.33], [-4.85, -3.32, 4.42], [-2.13, -2.82, 2.03], [-3.46, -3.99, 2.03], [-2.84, -3.33, 0.49], [-5.33, -3.26, 0.70], [-5.73, -1.53, 0.74], [-7.17, -2.76, 2.28], [-6.11, -1.65, 3.18], [-5.45, -2.90, 5.24], [-4.08, -2.61, 4.12], [-4.37, -4.23, 4.77]],
  "mulliken_charge": [-0.53, 0.28, -0.60, 0.56, -1.31, -1.55, 1.14, -1.32, -0.67, -0.27, 0.46, -0.40, -0.22, 0.00, -0.26, -1.07, 0.49, -0.55, -0.29, 0.20, 0.30, -0.11, 0.45, 0.52, 0.46, 0.55, 0.18, -0.46, -0.18, 0.58, 0.46, 0.37, 0.47, 0.41, 0.52, 0.36, -0.73, -0.22, 0.04, -0.55, -0.44, -0.84, 0.10, 0.36, 0.33, 0.23, -0.06, 0.41, 0.32, 0.39, 0.33, 0.34, -0.68, -0.37, -0.61, -0.38, -0.35, -0.80, 0.25, 0.29, 0.32, 0.34, 0.38, 0.32, 0.36, 0.29, 0.37, 0.29, -0.90, -0.32, -0.53, -0.52, -0.37, -0.69, 0.23, 0.48, 0.35, 0.36, 0.38, 0.37, 0.32, 0.32, 0.29, 0.25, -0.85, -0.30, -0.50, -0.64, -0.38, -0.68, 0.18, 0.51, 0.33, 0.36, 0.38, 0.39, 0.34, 0.32, 0.27, 0.26],
  "total_energy_ev": -78271.79729,
  "e_above_lowest_kj_mol": 0.00,
  "fmax_ev_per_a": 1.00,
  "spin_multiplicity": 1,
  "total_charge": -1
}